No. 1
{
  "formula": "C24H57Br3ClN3O10PS2",
  "method": "ωB97M-V/def2-TZVPD",
  "species": ["Br", "Br", "Br", "Cl", "S", "S", "P", "O", "O", "O", "O", "O", "O", "O", "O", "O", "O", "N", "N", "N", "C", "C", "C", "C", "C", "C", "C", "C", "C", "C", "C", "C", "C", "C", "C", "C", "C", "C", "C", "C", "C", "C", "C", "C", "H", "H", "H", "H", "H", "H", "H", "H", "H", "H", "H", "H", "H", "H", "H", "H", "H", "H", "H", "H", "H", "H", "H", "H", "H", "H", "H", "H", "H", "H", "H", "H", "H", "H", "H", "H", "H", "H", "H", "H", "H", "H", "H", "H", "H", "H", "H", "H", "H", "H", "H", "H", "H", "H", "H", "H", "H"],
  "positions_angstrom": [[3.82299, 0.32499, -3.10032], [2.64962, 0.40301, 2.79083], [4.45302, -0.25536, -0.16342], [0.82737, -0.19486, -2.46016], [5.11026, 2.63597, -1.21023], [-3.75026, 0.60956, -2.28437], [1.54023, -1.55689, -0.24576], [5.62789, -1.71600, 2.21383], [1.59385, -5.47222, 0.40813], [-4.07658, 1.77548, -3.03430], [-3.64627, 3.05535, 0.88215], [-5.36234, -3.06765, -3.52883], [-4.31990, 0.45126, -0.98730], [-7.20660, -6.20347, -0.58611], [-4.11823, -0.63590, -3.19366], [-2.53478, 1.14883, 1.21700], [3.02522, 6.21024, 0.84265], [2.31958, -2.67341, -0.99206], [1.64305, 0.20625, -0.93488], [2.72602, 2.88212, -0.03304], [3.31214, 2.23134, -1.18484], [0.43656, -6.10227, -0.13017], [1.88343, 2.06447, 2.16659], [3.89695, 8.44301, 1.29928], [4.26866, 3.04163, 2.66976], [0.74374, 1.30454, -0.20958], [6.64564, -1.06203, 2.97873], [1.57050, 2.31438, 0.65733], [-6.38111, -3.79902, -4.22373], [-5.82480, -4.45080, -5.47374], [0.74126, -6.82544, -1.42858], [-3.52187, 2.06575, 1.54256], [-6.95554, -3.91040, 0.19939], [-0.27035, 0.65387, 0.73990], [-1.22344, 1.65703, 1.42335], [0.01143, 2.18027, -1.27511], [4.18440, 6.95711, 1.23762], [-1.44254, 1.91722, -1.74967], [-4.39616, 1.72136, 2.70512], [-1.95959, 0.55581, -2.23443], [-6.78493, -5.38751, 0.50238], [3.15620, 0.68182, -1.26045], [6.61244, -1.48913, 4.43210], [2.75231, 3.25539, 2.66549], [-0.07788, 3.18450, -0.85899], [2.46760, 3.40344, 3.71104], [0.08599, -6.80401, 0.62499], [0.21692, 0.11334, 1.55328], [-6.59671, -5.01629, -5.99578], [-6.75989, -4.54932, -3.53177], [1.51733, -7.57415, -1.27034], [-7.20056, -3.11954, -4.47174], [4.78725, 3.99914, 2.58708], [-1.62112, -0.33958, -1.71888], [2.46398, 4.16752, 2.14422], [-6.64268, -3.29794, 1.04685], [-5.03689, -2.40102, -4.14311], [4.77955, 8.99700, 1.61858], [3.59068, 8.81946, 0.32054], [2.89608, -2.32975, -1.75425], [1.91340, -4.83510, -0.24339], [-0.14807, -7.32012, -1.82194], [5.00197, 6.75312, 0.53902], [-0.92497, -0.05968, 0.24656], [-4.85047, 0.74646, 2.51541], [-5.73790, -5.61185, 0.73534], [-1.04277, 1.69554, 2.50066], [0.96336, 2.17456, 2.73277], [4.78086, -1.48089, 2.60423], [0.89150, 3.15467, 0.78488], [-7.39150, -5.67708, 1.35869], [2.76151, 6.52857, -0.02703], [-0.34948, -5.35263, -0.29049], [3.08499, 8.64463, 1.99797], [-5.42817, -3.69697, -6.15786], [2.92242, 2.61127, -2.13207], [-5.00740, -5.12620, -5.21930], [6.52148, 0.02395, 2.89463], [-7.99764, -3.68576, -0.02921], [-4.23816, -1.42022, -2.62299], [-6.66816, -5.97485, -1.34962], [6.73882, -2.56860, 4.51342], [7.40298, -0.99957, 5.00125], [5.65196, -1.23456, 4.88812], [1.78289, -1.52579, 1.12898], [4.59113, 2.59374, 3.60747], [-3.83244, 1.66453, 3.63552], [-5.18298, 2.46492, 2.77000], [-2.14161, 2.30517, -1.00614], [-1.14491, 2.66810, 1.02104], [1.10886, -6.12471, -2.18232], [-1.69410, 0.41228, -3.28484], [7.59437, -1.33136, 2.51840], [4.61457, 2.44747, 1.82656], [2.50415, 3.83081, -0.30515], [0.16137, -1.78323, -0.38853], [4.47170, 6.57931, 2.21744], [-1.58939, 2.59858, -2.58949], [-6.36119, -3.62422, -0.67310], [4.94563, 3.96540, -1.10262], [0.67224, 2.37183, -2.12344]],
  "multiplicity": 1,
  "total_charge": 1,
  "gap_ev": 7.0,
  "lumo_ev": -4.631,
  "homo_ev": -11.7
}

No. 2
{
  "formula": "C52H49ClF9NO4S",
  "method": "ωB97M-V/def2-TZVPD",
  "species": ["Cl", "S", "F", "F", "F", "F", "F", "F", "F", "F", "F", "O", "O", "O", "O", "N", "C", "C", "C", "C", "C", "C", "C", "C", "C", "C", "C", "C", "C", "C", "C", "C", "C", "C", "C", "C", "C", "C", "C", "C", "C", "C", "C", "C", "C", "C", "C", "C", "C", "C", "C", "C", "C", "C", "C", "C", "C", "C", "C", "C", "C", "C", "C", "C", "C", "C", "C", "C", "H", "H", "H", "H", "H", "H", "H", "H", "H", "H", "H", "H", "H", "H", "H", "H", "H", "H", "H", "H", "H", "H", "H", "H", "H", "H", "H", "H", "H", "H", "H", "H", "H", "H", "H", "H", "H", "H", "H", "H", "H", "H", "H", "H", "H", "H", "H", "H", "H"],
  "positions_angstrom": [[-2.95561, 5.14986, -4.26160], [-1.82744, 1.99874, -7.73608], [0.55712, -3.37573, 0.68028], [-1.05809, 0.62739, -7.73667], [1.41862, 4.96455, 3.25341], [1.74738, 8.84138, 5.60194], [1.11070, 1.90230, -1.57440], [-0.63239, 0.24075, 6.13399], [-3.33591, 1.57270, -2.42965], [-0.36864, -5.32469, -2.46902], [-2.87639, -9.33730, -1.73114], [-1.78174, 2.43765, -9.07943], [0.66574, 3.90172, -8.13686], [1.93614, 3.65212, -8.76897], [-3.04949, 1.79444, -7.05672], [-0.81227, 2.79848, -6.71612], [-2.64848, 0.44848, -2.12528], [-2.28609, 0.23087, -0.81233], [-0.85978, 3.48581, -3.73925], [1.73103, 0.74001, 0.36746], [-1.42419, 4.03472, -6.15065], [-2.90941, 0.67555, 6.52495], [0.91322, 1.51090, 2.49605], [-1.56830, -0.91840, -0.51215], [-2.00740, -5.41742, -5.68111], [3.83379, -4.74659, 1.29194], [-2.06936, 0.33236, 4.27989], [-1.61498, -1.57109, -2.82461], [4.55064, 6.47347, 4.21412], [-1.23273, -1.82024, -1.51313], [-1.87961, 0.41614, 5.64371], [4.95431, 4.72599, 2.61534], [2.32534, 7.63064, 7.54183], [1.66292, 0.61292, 1.74790], [2.46738, -4.52958, 1.39984], [3.97564, -3.11177, -0.46089], [5.43575, 5.72823, 3.44689], [0.30267, 2.69204, 0.48608], [0.23507, 2.54556, 1.86463], [1.73997, 8.73245, 6.95091], [1.72350, 8.54758, 9.69013], [-1.22962, -5.67866, -3.44908], [0.56811, 2.92402, -7.11506], [-1.14022, -12.48203, -2.03643], [1.14598, 9.74222, 7.68004], [-2.97650, -6.38325, -5.44548], [-0.75292, -12.68926, -0.71966], [-1.08671, -11.75802, 0.25401], [-4.40906, 0.77892, 4.63982], [1.04815, 1.77802, -0.23171], [-3.06059, -6.98879, -4.19881], [-1.80584, -10.61853, -0.07846], [-4.18441, 0.85741, 6.00753], [1.14091, 9.64009, 9.06358], [-2.33002, -0.42547, -3.14506], [1.88752, -3.59376, 0.56856], [2.74253, 5.22318, 3.32030], [-1.11966, -5.05814, -4.67689], [-2.18248, -6.64026, -3.18261], [4.58966, -4.03948, 0.36896], [-1.95579, 3.76139, -4.74792], [3.18555, 6.22711, 4.15626], [3.59380, 4.46146, 2.54480], [-1.86117, -11.34966, -2.38822], [-2.17631, -10.44485, -1.39576], [2.31336, 7.54939, 8.92787], [-3.35096, 0.51651, 3.78034], [2.60998, -2.87967, -0.37059], [-2.22858, -7.09586, -2.20385], [-0.87936, -13.20408, -2.79881], [5.65398, -4.21529, 0.29182], [0.96611, 1.97747, -7.47116], [-1.28497, 3.10919, -2.81174], [4.56096, -2.56537, -1.18889], [-0.35486, -4.30892, -4.83267], [1.71620, 3.97665, -9.65617], [-0.69099, -2.72126, -1.26451], [3.19052, 3.68311, 1.90999], [-2.07659, -9.87667, 0.66000], [-1.93951, -4.93927, -6.64939], [1.85806, -5.06580, 2.11403], [0.67817, 10.42081, 9.65270], [-5.40576, 0.92213, 4.24518], [-0.26679, 4.37647, -3.52854], [-0.19158, -13.57430, -0.45285], [-0.34460, 3.24693, 2.44769], [-3.81675, -7.73881, -4.00729], [-2.17523, -11.16375, -3.40598], [0.86106, 1.40989, 3.57233], [-3.66757, -6.65995, -6.23018], [2.77974, 6.85701, 6.93997], [2.28926, 0.04464, -0.24352], [6.49762, 5.92803, 3.49609], [5.64068, 4.14331, 2.01490], [0.70287, 10.58471, 7.16747], [-1.22980, 0.13010, 3.62958], [-2.23025, 4.40109, -6.78619], [2.48098, 6.80444, 4.73260], [-5.00622, 1.06380, 6.68051], [2.19131, -0.19715, 2.23438], [-2.64346, -0.20805, -4.15797], [4.92060, 7.25610, 4.86449], [-3.51947, 0.45333, 2.71305], [-0.20840, 3.49448, -0.02924], [1.71760, 8.47440, 10.76911], [-2.55562, 0.95093, -0.05201], [-1.27189, -1.11254, 0.51117], [2.10402, -2.17305, -1.01508], [-1.35264, -2.27708, -3.60184], [2.76988, 6.69594, 9.41153], [-0.78750, -11.91662, 1.28161], [-0.21788, 2.69644, -4.14005], [-2.70938, 0.73105, 7.58605], [4.30794, -5.47613, 1.93509], [-2.60466, 2.88859, -4.81363], [-0.64206, 4.79338, -6.13230], [1.12284, 3.25264, -6.23307]],
  "smiles": "C[C@@H](Cl)CN(COO)S(=O)(=O)F.Fc1ccccc1.Fc1ccccc1.Fc1ccccc1.Fc1ccccc1.Fc1ccccc1.Fc1ccccc1.Fc1ccccc1.Fc1ccccc1",
  "multiplicity": 1,
  "gap_ev": 9.7,
  "lumo_ev": 0.571,
  "homo_ev": -9.1
}

No. 3
{
  "formula": "CH3Cl2FN2OS2",
  "method": "ωB97M-V/def2-TZVPD",
  "species": ["Cl", "Cl", "S", "S", "F", "O", "N", "N", "C", "H", "H", "H"],
  "positions_angstrom": [[-0.32359, 2.68657, -0.29389], [4.16769, -0.49391, 1.46252], [1.56406, 2.76027, 0.65958], [2.55451, 1.06503, -0.37931], [0.40208, -0.48238, -0.19404], [3.86696, 1.52021, -0.45778], [2.63839, 0.08070, 1.02780], [-0.42224, 1.38066, -1.29212], [-0.74640, 0.21580, -0.67724], [-1.22903, -0.30937, -1.44944], [1.86943, -0.38004, 1.54817], [-1.47930, 0.49430, 0.15403]],
  "multiplicity": 1,
  "gap_ev": 8.1,
  "lumo_ev": -1.092,
  "homo_ev": -9.2
}

No. 4
{
  "formula": "C22H23N3O3S",
  "method": "ωB97M-V/def2-TZVPD",
  "species": ["S", "O", "O", "O", "N", "N", "N", "C", "C", "C", "C", "C", "C", "C", "C", "C", "C", "C", "C", "C", "C", "C", "C", "C", "C", "C", "C", "C", "C", "H", "H", "H", "H", "H", "H", "H", "H", "H", "H", "H", "H", "H", "H", "H", "H", "H", "H", "H", "H", "H", "H", "H"],
  "positions_angstrom": [[0.51689, 3.04514, 2.40352], [0.62131, 2.00977, 3.38772], [2.53689, -2.93116, -1.90547], [1.02864, 4.34619, 2.72147], [1.32546, -3.69869, -0.15957], [0.23707, -5.05026, -3.64038], [1.36275, 2.60332, 1.00876], [-3.44889, 2.43076, 2.18407], [-4.46954, 1.61897, 2.91881], [1.26055, -5.06317, -0.61888], [1.70779, -1.33277, -0.35960], [-1.18008, 3.15865, 1.85293], [-0.52898, 4.82200, 0.08311], [-1.53975, 3.99577, 0.80720], [2.59760, 0.90064, -0.17789], [0.59267, -0.92734, 0.36804], [0.23181, -4.31008, -4.73242], [1.48563, 1.29656, 0.56598], [-0.09211, -5.37752, -1.28558], [2.69587, -0.39263, -0.64264], [-0.74852, -2.46565, -3.60174], [0.47399, 0.37315, 0.81726], [-3.82125, 3.25915, 1.12911], [-0.75434, -3.24081, -2.45558], [-0.23255, -4.52946, -2.51555], [1.89013, -2.71120, -0.89953], [-2.88760, 4.02567, 0.45795], [-0.23800, -3.00653, -4.77009], [-2.10726, 2.39456, 2.53610], [-0.21688, -1.61430, 0.57082], [-5.13672, 2.27400, 3.47803], [0.78502, -3.45440, 0.65407], [-1.75475, 1.77631, 3.34786], [0.18401, 5.23902, 0.78963], [-1.15326, -2.85092, -1.53073], [-3.99239, 0.93674, 3.61663], [-3.20578, 4.66507, -0.35239], [3.37918, 1.61645, -0.38789], [2.15937, 3.19965, 0.84511], [-4.85996, 3.30597, 0.83545], [0.01890, 4.20326, -0.62735], [-0.20499, -2.43359, -5.68358], [-0.39469, 0.67948, 1.37586], [-5.07662, 1.04491, 2.22092], [3.54672, -0.70590, -1.22823], [0.62922, -4.78784, -5.61870], [-1.13041, -1.45454, -3.58041], [1.42856, -5.73567, 0.22652], [-1.01422, 5.62725, -0.46319], [-0.90489, -5.18104, -0.58315], [-0.10264, -6.42870, -1.57048], [2.05758, -5.19072, -1.35457]],
  "smiles": "Cc1ccc(C)c(S(=O)(=O)Nc2ccc(C(=O)NCCc3ccccn3)cc2)c1",
  "multiplicity": 1,
  "gap_ev": 9.2,
  "lumo_ev": 0.418,
  "homo_ev": -8.8
}